Entry 1:
Below is C32H72N2O20P as an isolated structure, with properties calculated with ωB97M-V with the def2-TZVPD basis set.

Energy above the lowest of the compared OMol25 structures with the same formula, charge and spin: 4.4055 eV
Gap between HOMO and LUMO: 5.94 eV
LUMO energy: 1.93 eV
E_HOMO: -4.002 eV

The geometry in ORCA input format:
```
! RIJCOSX wB97M-V def2-TZVPD def2/J DEFGRID3
* xyz -1 1
N -0.51 2.00 -3.54
H -0.32 1.04 -3.68
H -0.40 2.62 -4.37
H -0.03 2.33 -2.78
H -1.37 1.96 -3.05
N 2.52 1.74 0.31
H 3.23 2.16 0.97
H 1.61 1.74 0.91
H 2.65 0.76 0.01
H 2.57 2.41 -0.40
P 0.08 0.20 -0.91
O 1.16 0.41 -1.82
O 0.69 -0.55 0.44
O -1.12 -0.46 -1.63
O -0.23 1.54 -0.45
O -1.57 -5.48 0.53
C -1.36 -4.27 0.51
O -1.82 -3.45 1.48
C -1.58 -2.08 1.47
C -2.60 -1.55 2.56
C -0.53 -3.58 -0.58
H -1.69 -1.67 0.52
H -0.45 -1.98 1.66
H -2.66 -0.48 2.10
H -2.19 -1.67 3.48
H -3.62 -1.82 2.46
H -0.17 -4.37 -1.14
H 0.36 -3.06 -0.22
H -1.08 -2.94 -1.18
O -5.57 1.05 1.09
C -4.84 1.65 0.29
O -5.20 2.78 -0.26
C -6.51 3.33 -0.08
C -6.44 4.68 -0.79
C -3.55 1.09 -0.20
H -6.67 3.48 0.96
H -7.32 2.52 -0.16
H -6.30 4.65 -1.95
H -5.56 5.42 -0.52
H -7.30 5.36 -0.46
H -3.54 -0.04 -0.44
H -2.70 1.35 0.26
H -3.22 1.30 -1.21
O 3.05 -3.20 -4.33
C 1.82 -3.14 -4.37
O 1.06 -3.77 -5.36
C 1.78 -4.70 -6.24
C 2.02 -6.04 -5.60
C 1.00 -2.28 -3.53
H 2.68 -4.12 -6.41
H 1.24 -4.66 -7.14
H 1.02 -6.50 -5.44
H 2.51 -6.05 -4.49
H 2.84 -6.69 -6.16
H -0.21 -2.27 -3.84
H 1.49 -1.24 -3.76
H 1.17 -2.50 -2.33
O 1.31 6.53 0.64
C 1.32 5.24 0.84
O 2.43 4.52 1.39
C 3.55 5.24 1.93
C 4.57 4.23 2.57
C 0.11 4.48 0.40
H 3.26 6.12 2.71
H 4.30 5.82 1.24
H 5.44 4.69 2.96
H 5.15 3.47 1.76
H 4.06 3.50 3.38
H -0.98 5.02 0.37
H 0.09 3.68 1.06
H 0.31 4.07 -0.51
O 2.64 -3.58 4.79
C 2.66 -3.74 3.57
O 2.94 -4.88 2.97
C 3.39 -6.07 3.73
C 3.25 -7.25 2.71
C 2.37 -2.55 2.66
H 2.75 -6.02 4.59
H 4.46 -5.90 3.95
H 3.44 -8.22 3.22
H 3.90 -7.26 1.75
H 2.18 -7.15 2.40
H 1.92 -1.93 3.24
H 1.62 -2.74 1.76
H 3.28 -2.15 2.09
O 2.05 2.15 3.44
C 0.89 2.09 3.53
O 0.16 3.00 4.14
C 0.78 3.96 4.85
C -0.19 4.93 5.56
C -0.02 1.02 2.99
H 1.63 4.41 4.23
H 1.60 3.55 5.57
H -0.88 4.42 6.34
H -0.90 5.22 4.86
H 0.23 5.80 5.91
H -0.44 1.09 2.09
H -0.60 0.68 3.82
H 0.45 0.15 2.86
O -3.47 1.84 -4.81
C -3.87 0.77 -4.40
O -5.05 0.64 -3.91
C -5.93 1.72 -3.81
C -7.32 1.20 -3.21
C -3.15 -0.59 -4.58
H -5.95 2.07 -4.67
H -5.31 2.25 -3.09
H -7.85 1.99 -2.65
H -7.09 0.56 -2.24
H -8.13 0.65 -3.67
H -3.64 -1.45 -4.86
H -2.85 -1.04 -3.32
H -2.16 -0.52 -5.09
O 4.01 -2.86 -0.04
C 3.34 -1.96 -0.15
O 3.67 -0.69 0.46
C 4.63 -0.75 1.50
C 4.74 0.58 2.13
C 2.26 -1.81 -1.21
H 5.61 -1.21 1.07
H 4.23 -1.42 2.17
H 3.79 1.01 2.50
H 5.25 1.03 1.46
H 5.48 0.51 3.08
H 1.36 -1.68 -0.65
H 2.15 -2.63 -1.81
H 2.42 -0.82 -1.68
*
```

Here are the Mulliken charges for atoms 1 to 6, given in e: -0.124, 0.207, 0.356, 0.237, 0.105, 0.886

***

Entry 2:
Below is C7H6Br4O as an isolated structure, with properties calculated with ωB97M-V with the def2-TZVPD basis set.

Energy above the lowest of the compared OMol25 structures with the same formula, charge and spin: 0.1548 eV
Gap between HOMO and LUMO: 9.11 eV
LUMO energy: -0.57 eV
E_HOMO: -9.685 eV

The geometry in ORCA input format:
```
! RIJCOSX wB97M-V def2-TZVPD def2/J DEFGRID3
* xyz 0 1
C -1.75 1.01 -0.06
C -1.35 -0.07 0.62
C -0.74 1.67 -0.85
C 0.35 -0.33 0.14
C 0.61 1.07 -0.42
C 0.11 -1.46 -0.90
C 1.33 -0.72 1.19
O -0.98 2.50 -1.68
Br -3.49 1.71 0.10
Br -2.24 -1.17 1.81
Br 1.92 1.12 -1.83
Br 1.13 2.41 0.97
H 1.14 -1.64 -1.19
H -0.31 -1.09 -1.73
H -0.30 -2.35 -0.55
H 2.27 -0.82 0.80
H 0.90 -1.68 1.57
H 1.38 -0.13 2.00
*
```

Here are the Mulliken charges for atoms 1 to 6, given in e: 0.177, -0.132, 0.298, 1.233, -0.016, -1.725

***

Entry 3:
Below is C17H24FNPdSe3Si2Te as an isolated structure, with properties calculated with ωB97M-V with the def2-TZVPD basis set.

Energy above the lowest of the compared OMol25 structures with the same formula, charge and spin: 0.4283 eV
Gap between HOMO and LUMO (alpha / beta): 7.16 / 5.13 eV
LUMO energy (alpha / beta): -0.13 / -2.42 eV
E_HOMO (alpha / beta): -7.290 / -7.553 eV

The geometry in ORCA input format:
```
! RIJCOSX wB97M-V def2-TZVPD def2/J DEFGRID3
* xyz 0 5
Pd -1.82 -0.52 -0.99
C 0.84 -2.12 -3.22
Si 1.15 -1.38 -1.54
C 3.02 -1.19 -1.41
C 0.70 -2.48 -0.12
N 0.14 0.11 -1.50
C 0.49 1.37 -1.78
C 1.83 1.82 -1.90
C 2.15 3.14 -2.10
C 1.14 4.10 -2.21
C -0.19 3.71 -2.14
C -0.50 2.38 -1.94
F -1.79 2.04 -1.91
H 1.14 -3.17 -3.22
H 1.44 -1.59 -3.96
H -0.20 -2.07 -3.54
H 3.42 -2.20 -1.33
H 3.33 -0.65 -0.51
H 3.47 -0.72 -2.28
H 1.25 -3.42 -0.24
H -0.36 -2.72 -0.05
H 1.02 -2.02 0.82
H 2.62 1.10 -1.80
H 3.19 3.44 -2.17
H 1.39 5.14 -2.36
H -1.00 4.42 -2.24
Se -4.09 -0.04 -0.90
Se -5.90 -2.47 -0.04
Te -4.70 -3.75 -1.69
Se -2.50 -2.74 -2.12
C -2.79 1.43 1.91
Si -1.88 -0.09 1.34
C -2.62 -1.64 2.05
C -0.16 0.11 2.11
C 0.01 -0.37 3.42
C 1.20 -0.21 4.12
C 2.26 0.45 3.53
C 2.12 0.95 2.24
C 0.93 0.78 1.55
H -2.62 1.57 2.98
H -3.87 1.35 1.72
H -2.43 2.32 1.40
H -2.62 -1.62 3.14
H -2.06 -2.52 1.73
H -3.65 -1.75 1.71
H -0.80 -0.90 3.91
H 1.29 -0.60 5.12
H 3.19 0.58 4.06
H 2.94 1.48 1.77
H 0.85 1.19 0.56
*
```

Here are the Mulliken charges for atoms 1 to 6, given in e: -0.343, -1.118, 0.332, -1.292, -0.496, 0.178